No. 1
17
Properties=species:S:1:pos:R:3:nbo_charge:R:1 method="wB97M-V/def2-TZVPD" e_above_lowest_kj_mol=513.6 largest_force_ha_per_bohr=0.06372 e_lumo_ev=0.67 smiles="[H]/N=C(/CC(=O)C#C)NC"
C 0.3423 -0.2223 1.4123 -0.566
C -1.9799 0.9254 -0.5096 -0.419
N -0.6943 0.2253 -0.5772 -0.682
C -0.0194 -1.3784 0.5152 0.687
C 0.4524 0.7306 0.2380 0.487
N 0.9182 1.9087 0.2672 -0.587
C 1.6005 -1.4222 -0.4253 -0.247
C 2.6789 -1.7016 -0.9019 -0.259
O -0.7368 -2.3322 0.6159 -0.538
H -0.6490 -0.3942 -1.3812 0.429
H 0.6335 2.4424 -0.5540 0.348
H 1.2646 -0.3424 1.9763 0.255
H -0.5095 0.0086 2.0644 0.237
H -2.2044 1.4050 -1.4643 0.200
H -2.7853 0.2377 -0.2436 0.210
H -1.9875 1.7317 0.2253 0.214
H 3.6758 -1.8222 -1.2577 0.233


No. 2
77
Properties=species:S:1:pos:R:3:mulliken_charge:R:1 method="wB97M-V/def2-TZVPD" e_above_lowest_kj_mol=21.8 largest_force_ha_per_bohr=0.02931 e_lumo_ev=-0.57
Hf -0.8970 -0.4015 -1.0361 -0.045
C 0.0226 -2.3473 6.1863 -0.485
C 0.8203 -1.2946 5.7595 -0.697
C 0.6002 -0.7111 4.5208 -0.202
C -0.4204 -1.1896 3.7097 0.535
C -1.2113 -2.2526 4.1260 -0.364
C -0.9923 -2.8250 5.3703 -0.676
As -0.7817 -0.4042 1.9756 0.618
C 0.3997 1.1179 1.8239 0.308
C 1.7520 1.0798 1.5109 -0.458
C 2.4673 2.2687 1.4569 -0.554
C 1.8285 3.4768 1.7045 -0.804
C 0.4717 3.5181 1.9929 -0.248
C -0.2562 2.3342 2.0535 0.348
C -1.7054 2.2119 2.2854 0.311
C -2.6019 3.2649 2.4378 -0.414
C -3.9564 2.9985 2.5748 -0.794
C -4.4305 1.6949 2.5421 -0.687
C -3.5469 0.6340 2.3871 -0.993
C -2.1906 0.8955 2.2774 0.275
H 0.1953 -2.8003 7.1536 0.384
H 1.6166 -0.9234 6.3912 0.407
H 1.2209 0.1145 4.1946 0.341
H -1.9929 -2.6440 3.4848 0.438
H -1.6113 -3.6509 5.6949 0.404
H 2.2380 0.1393 1.2823 0.226
H 3.5198 2.2547 1.2071 0.470
H 2.3926 4.3994 1.6582 0.395
H -0.0133 4.4708 2.1664 0.420
H -2.2530 4.2901 2.4429 0.387
H -4.6529 3.8184 2.6914 0.405
H -5.4926 1.5051 2.6205 0.417
H -3.9222 -0.3800 2.3243 0.423
C 2.6977 1.5821 -2.4082 -1.482
C 2.0433 0.7828 -3.5376 0.438
C 0.5831 1.2102 -3.7421 -0.711
C 2.2432 -0.7123 -3.3808 0.550
C 2.9763 -1.3771 -4.3557 -1.099
C 3.2564 -2.7271 -4.2561 -1.305
C 2.8263 -3.4191 -3.1378 -1.013
C 2.0902 -2.8074 -2.1307 0.542
C 1.7638 -3.6305 -0.8985 0.443
C 0.2816 -3.9324 -0.6790 -1.417
C 2.3888 -3.0431 0.3674 -1.452
C 1.7519 -1.4387 -2.2693 0.353
N 0.9093 -0.8084 -1.3588 1.830
H 2.5465 2.6555 -2.5575 0.427
H 3.7707 1.3918 -2.3671 0.431
H 2.2585 1.3038 -1.4496 0.037
H 2.5652 1.0466 -4.4627 0.758
H 0.1174 1.4549 -2.7789 -0.626
H -0.0096 0.4394 -4.2367 0.347
H 0.5315 2.1190 -4.3494 0.566
H 3.3337 -0.8133 -5.2111 0.388
H 3.8177 -3.2310 -5.0322 0.359
H 3.0691 -4.4713 -3.0343 0.380
H 2.2475 -4.5975 -1.0728 0.603
H -0.2384 -3.1049 -0.1990 0.174
H 0.1759 -4.7943 -0.0148 0.481
H -0.2392 -4.1605 -1.6097 0.320
H 1.9567 -2.0622 0.5763 0.053
H 3.4684 -2.9259 0.2617 0.408
H 2.1951 -3.6919 1.2253 0.429
C -1.2162 3.8477 -1.3160 -0.635
Te -2.5930 2.2075 -1.2612 0.171
C -2.8757 2.1690 -3.3686 -0.779
H -0.5246 3.6961 -2.1420 0.313
H -0.6638 3.8647 -0.3797 -0.066
H -1.7599 4.7795 -1.4436 0.448
H -3.6133 2.9214 -3.6317 0.413
H -3.2249 1.1751 -3.6279 0.225
H -1.9202 2.3743 -3.8432 0.209
O -3.7883 -2.9805 -2.7125 -0.657
Se -3.2783 -1.6577 -2.0157 1.135
O -4.2601 -0.4171 -1.7655 -0.663
O -1.8774 -0.9644 -2.7851 -0.664
O -2.3997 -1.9154 -0.5789 -0.754


No. 3
9
Properties=species:S:1:pos:R:3:nbo_charge:R:1 method="wB97M-V/def2-TZVPD" e_above_lowest_kj_mol=205.9 largest_force_ha_per_bohr=0.12120 e_lumo_ev=-0.04 smiles="C=NNC=S"
C -2.4365 -0.3685 0.0328 -0.164
C 0.7603 0.8325 -0.0091 -0.117
H -3.1289 0.4493 0.1695 0.161
H -3.0086 -1.2943 0.2423 0.190
H -1.1336 1.4728 -0.1273 0.363
H 1.1520 1.8169 0.2565 0.206
N -1.1224 -0.4342 -0.1046 -0.168
N -0.5657 0.7206 -0.0266 -0.397
S 1.7496 -0.4521 0.0148 -0.075


No. 4
12
Properties=species:S:1:pos:R:3:nbo_charge:R:1 method="wB97M-V/def2-TZVPD" e_above_lowest_kj_mol=320.0 largest_force_ha_per_bohr=0.08528 e_lumo_ev=0.84 smiles="[H]/N=C/O.C=C=N"
C 0.8581 0.7428 -1.4508 0.435
C -0.3920 0.5549 -1.6803 -0.686
C 0.2262 -0.8557 1.0693 0.414
N 1.8966 1.1773 -1.0361 -0.641
N -0.9428 -0.5110 0.9821 -0.757
O 0.6059 -2.0662 1.3767 -0.674
H -1.1944 1.3001 -1.5670 0.249
H -0.8134 -0.4387 -1.5726 0.252
H 1.0938 -0.2557 0.8558 0.150
H -1.2614 0.4175 0.5721 0.377
H 2.6232 1.5902 -1.5993 0.392
H -0.0803 -2.7006 1.4305 0.488


No. 5
8
Properties=species:S:1:pos:R:3:nbo_charge:R:1 method="wB97M-V/def2-TZVPD" e_above_lowest_kj_mol=10.8 largest_force_ha_per_bohr=0.01567 e_lumo_ev=0.84 smiles="C=CN=C=O"
O -2.6245 0.8727 0.0836 -0.491
C 0.7123 -0.9284 -0.4460 -0.433
C 0.7883 0.1938 0.2633 -0.013
N -0.2769 1.0980 0.4173 -0.572
C -1.4650 0.9373 0.2263 0.889
H 1.5555 -1.6052 -0.5123 0.214
H 1.6903 0.5006 0.7828 0.207
H -0.1975 -1.1957 -0.9783 0.199


No. 6
13
Properties=species:S:1:pos:R:3:nbo_charge:R:1 method="wB97M-V/def2-TZVPD" e_above_lowest_kj_mol=29.5 largest_force_ha_per_bohr=0.06815 e_lumo_ev=0.37 smiles="Nc1cc(=S)[nH]cn1"
C -0.0967 0.0062 1.5243 0.424
C 0.7257 0.2913 0.4289 -0.395
C 0.3471 0.0287 -0.8577 0.085
C -1.5805 -0.9009 0.1789 0.328
H -0.5946 0.2230 3.5033 0.405
H 0.9183 0.8413 3.1264 0.395
H 1.5610 0.9554 0.6218 0.236
H -1.2192 -0.7314 -1.8700 0.433
H -2.5674 -1.3248 -0.1290 0.198
N 0.0664 0.5114 2.7789 -0.771
N -0.9256 -0.4723 -0.9566 -0.549
N -1.1535 -0.7929 1.4180 -0.504
S 1.2261 0.5476 -2.2238 -0.286


No. 7
35
Properties=species:S:1:pos:R:3:lowdin_spin:R:1 method="wB97M-V/def2-TZVPD" e_above_lowest_kj_mol=212.0 largest_force_ha_per_bohr=0.05583 e_lumo_ev="-9.24 / -12.31" total_charge=+2 spin_multiplicity=3
H -3.0711 -0.4126 -1.1030 0.000
N -1.0432 -0.8651 -1.5371 0.007
B 1.1350 -1.7659 -2.5548 -0.001
N -0.4248 -1.6093 -2.5448 0.001
C -1.3642 -2.0776 -3.3805 0.028
Mo 0.0366 0.1240 0.1185 0.920
H -1.0840 -2.6780 -4.2356 0.001
C -2.6155 -1.6596 -2.9194 0.008
H -3.5699 -1.8692 -3.3579 0.000
C -2.3767 -0.9139 -1.7685 0.009
H 1.5422 -2.4066 -3.4773 0.000
C 1.5028 0.6308 1.3692 0.010
H 0.9870 1.1830 2.1824 -0.003
H 2.1613 1.3336 0.8433 0.019
H 2.0951 -0.1748 1.8072 0.009
N 1.4834 -2.4212 -1.1704 0.011
N 1.6872 -0.3049 -2.5214 0.004
N 0.9967 -1.8626 0.0207 0.073
N 1.2590 0.6004 -1.5313 0.010
C 2.1807 -3.5297 -0.8521 0.031
C 2.5390 0.3254 -3.3304 0.027
H 2.5948 -4.1629 -1.6261 0.002
H 2.9755 -0.1870 -4.1750 0.001
C 2.2067 -3.6618 0.5415 0.016
C 2.7103 1.6441 -2.8830 0.016
C 1.5030 -2.5821 1.0623 0.003
C 1.9062 1.7748 -1.7508 0.005
H 2.6645 -4.4473 1.1285 0.001
H 3.3284 2.4104 -3.3025 0.000
H 1.3137 -2.2730 2.0759 0.000
H 1.7577 2.6092 -1.0685 0.000
H -0.4747 -1.2132 1.0229 0.035
S -2.6012 2.5690 2.9961 0.497
C -1.8460 1.8269 1.8479 0.037
N -1.2846 1.2582 0.9398 0.222


No. 8
16
Properties=species:S:1:pos:R:3:nbo_charge:R:1 method="wB97M-V/def2-TZVPD" e_above_lowest_kj_mol=1.1 largest_force_ha_per_bohr=0.04500 e_lumo_ev=3.50 total_charge=-1
C 1.8427 0.3631 -1.9884 0.768
C 0.5745 -0.3955 1.4473 -0.672
C 0.8123 0.4092 -0.9858 -0.039
C 0.3710 -0.7682 -0.1126 0.114
N -2.2887 0.9180 0.5693 -0.129
O 2.2662 0.0052 -3.0638 -0.566
O 2.2683 0.9120 -0.8204 -0.502
O -0.9058 -1.1725 -0.3947 -0.774
F -2.8176 0.5535 1.8504 -0.362
F -3.4325 0.9519 -0.3216 -0.378
H 1.6863 -0.3094 1.5591 0.203
H 0.1951 0.5532 1.7971 0.222
H -0.1497 -1.1184 1.9983 0.240
H 0.1329 1.2643 -0.9765 0.226
H 1.0936 -1.6947 -0.3020 0.156
H -1.6486 -0.4717 -0.2558 0.493


No. 9
54
Properties=species:S:1:pos:R:3:nbo_charge:R:1 method="wB97M-V/def2-TZVPD" e_above_lowest_kj_mol=24.3 largest_force_ha_per_bohr=0.01957 e_lumo_ev=0.17 smiles="CCOC(=O)C1CCN(C(=O)Cc2c(C(=O)O)n(CC)c3ccccc23)CC1"
C -6.8738 -0.9166 -1.7410 -0.623
C -6.6090 -0.7465 -0.2573 -0.069
H -7.2807 -0.0036 0.1872 0.188
H -6.7413 -1.6894 0.2850 0.189
O -5.2604 -0.3048 -0.0884 -0.519
C -4.8410 -0.1355 1.1650 0.809
O -5.5299 -0.3343 2.1322 -0.597
C -3.3999 0.3334 1.2156 -0.308
C -2.4725 -0.6991 0.5682 -0.403
H -2.7818 -0.8598 -0.4655 0.216
H -2.5331 -1.6507 1.0980 0.217
C -1.0247 -0.2015 0.5905 -0.217
N -0.9253 1.0779 -0.0684 -0.443
C -0.2284 1.3682 -1.1861 0.707
O -0.2975 2.4610 -1.7199 -0.648
C 0.6982 0.2862 -1.7400 -0.545
C 1.8522 0.0453 -0.8264 0.009
C 2.3195 -1.1589 -0.3099 -0.020
N 3.4520 -0.9283 0.4539 -0.322
C 3.7219 0.4057 0.4235 0.149
C 4.7466 1.1324 1.0292 -0.250
C 4.7759 2.4919 0.8224 -0.191
C 3.8155 3.1371 0.0317 -0.242
C 2.8006 2.4356 -0.5702 -0.185
C 2.7435 1.0512 -0.3731 -0.054
H 2.0579 2.9293 -1.1764 0.242
H 3.8839 4.2060 -0.1029 0.215
H 5.5605 3.0793 1.2763 0.213
H 5.4997 0.6516 1.6349 0.214
C 4.2474 -1.8860 1.1800 -0.208
C 5.4250 -2.3839 0.3447 -0.614
H 6.0419 -1.5473 0.0253 0.211
H 6.0333 -3.0674 0.9305 0.212
H 5.0609 -2.9064 -0.5354 0.219
H 3.6189 -2.7270 1.4739 0.224
H 4.6129 -1.3964 2.0874 0.202
C 1.7319 -2.4583 -0.5736 0.773
O 0.6030 -2.6219 -0.9923 -0.615
O 2.5312 -3.5196 -0.3418 -0.693
H 2.0530 -4.3297 -0.5775 0.506
H 0.1558 -0.6370 -1.9361 0.264
H 1.0748 0.6809 -2.6882 0.249
C -1.7712 2.0962 0.5210 -0.224
C -3.2368 1.6712 0.4869 -0.402
H -3.5585 1.5574 -0.5493 0.218
H -3.8508 2.4391 0.9597 0.217
H -1.4540 2.2592 1.5580 0.185
H -1.6236 3.0158 -0.0477 0.252
H -0.6928 -0.0847 1.6305 0.185
H -0.3909 -0.9372 0.1044 0.243
H -3.1380 0.4543 2.2719 0.221
H -6.7267 0.0278 -2.2580 0.213
H -6.1931 -1.6521 -2.1609 0.213
H -7.8960 -1.2500 -1.8935 0.217


No. 10
8
Properties=species:S:1:pos:R:3:nbo_charge:R:1 method="wB97M-V/def2-TZVPD" e_above_lowest_kj_mol=95.4 largest_force_ha_per_bohr=0.05665 e_lumo_ev=4.13 total_charge=-1
C 2.6430 0.9020 -0.0741 -0.280
N 1.4293 0.9255 -0.2177 -0.063
N 0.3186 0.4334 -0.1552 -0.398
O -2.2215 -2.0650 0.1050 -0.963
S -1.0852 1.0570 0.3853 -0.394
H -1.6111 -1.3710 -0.0794 0.485
H -2.7993 -1.4254 0.5062 0.462
H 3.3261 1.5435 -0.4702 0.151


No. 11
53
Properties=species:S:1:pos:R:3:nbo_charge:R:1 method="wB97M-V/def2-TZVPD" e_above_lowest_kj_mol=20.0 largest_force_ha_per_bohr=0.00438 e_lumo_ev=-6.23 total_charge=+2
Pt -0.8166 0.0437 -0.0712 0.904
N -0.9029 -0.6611 1.9080 -0.798
C -1.2895 0.6271 2.6171 -0.239
C -0.2990 1.7648 2.2901 -0.427
C -0.7565 2.9635 1.4190 -0.428
C -1.3833 2.8001 0.0230 -0.236
N -0.6113 1.9539 -0.9597 -0.800
H -1.4827 -1.4362 2.2201 0.411
H 0.0517 -0.8970 2.1754 0.411
H -1.3316 0.4427 3.6908 0.234
H -2.3006 0.8738 2.2958 0.205
H 0.6017 1.3221 1.8664 0.201
H 0.0354 2.2015 3.2325 0.254
H 0.1081 3.6282 1.3405 0.230
H -1.4978 3.5373 1.9801 0.248
H -1.5150 3.7980 -0.3988 0.232
H -2.3754 2.3624 0.1032 0.205
H 0.3760 2.1923 -0.8891 0.397
H -0.8583 2.1878 -1.9183 0.414
C 4.2306 -2.4955 -2.0542 -0.624
C 4.0998 -2.3120 -0.5519 -0.212
N 3.2634 -1.1486 -0.1699 -0.359
C 3.9754 0.0885 0.1897 -0.228
C 4.1283 1.0658 -0.9698 -0.625
C 1.9407 -1.1686 -0.2307 0.547
C 1.2029 -2.4138 -0.6190 -0.686
N 1.2051 -0.0953 0.0381 -0.835
H 4.8603 -3.3601 -2.2607 0.250
H 4.6921 -1.6273 -2.5226 0.221
H 3.2634 -2.6665 -2.5275 0.208
H 5.0758 -2.1372 -0.1056 0.228
H 3.7082 -3.2061 -0.0714 0.215
H 4.9548 -0.2059 0.5581 0.239
H 3.4691 0.5468 1.0433 0.198
H 4.7616 0.6478 -1.7500 0.235
H 4.5963 1.9847 -0.6188 0.245
H 3.1703 1.3201 -1.4284 0.192
H 1.8251 -3.2988 -0.6506 0.255
H 0.7638 -2.2648 -1.6066 0.260
H 0.3826 -2.5893 0.0767 0.238
H 1.7457 0.7454 0.1827 0.380
N -6.5894 -1.7278 2.0002 -0.175
C -5.9240 -1.3125 1.1630 0.213
C -5.0646 -0.7743 0.1450 -0.153
C -5.5287 -0.4538 -1.1254 -0.072
C -4.6252 0.0567 -2.0410 -0.205
C -3.3097 0.2345 -1.6656 0.055
N -2.8561 -0.0670 -0.4345 -0.482
C -3.7276 -0.5708 0.4476 0.096
H -6.5682 -0.6057 -1.3829 0.269
H -4.9318 0.3137 -3.0447 0.264
H -2.5803 0.6136 -2.3666 0.218
H -3.3618 -0.8206 1.4296 0.211


No. 12
44
Properties=species:S:1:pos:R:3:nbo_charge:R:1 method="wB97M-V/def2-TZVPD" largest_force_ha_per_bohr=0.05782 e_lumo_ev=3.42 total_charge=-2
C -2.7248 1.0923 -7.0796 -0.621
C -3.0216 1.1174 -5.4988 -0.442
C -1.8153 0.4403 -4.7343 -0.167
F -1.6601 -0.9196 -5.1648 -0.390
Si -2.0225 0.6015 -2.8119 1.084
C -0.3901 1.3132 -2.1352 -0.864
C -0.3827 1.6401 -0.5816 -0.413
C -1.0823 0.5615 0.3388 -0.442
C -0.4653 -0.9009 0.1907 -0.080
O 0.8099 -0.8892 0.8514 -0.554
C 1.0874 -2.1570 1.4178 0.828
C 2.3187 -2.9505 0.8292 -0.734
O 0.4248 -2.5945 2.3465 -0.533
H -3.0728 2.0459 -7.5818 0.201
H -3.2442 0.2220 -7.5688 0.209
H -1.6135 0.9915 -7.2840 0.208
H -3.9751 0.5290 -5.3545 0.211
H -3.1918 2.1912 -5.1769 0.217
H -0.8799 1.0320 -4.9995 0.175
H -3.2084 1.4103 -2.5029 -0.177
H -2.1253 -0.7839 -2.2942 -0.164
H 0.4700 0.6564 -2.4711 0.245
H -0.2315 2.3091 -2.6720 0.224
H -0.7946 2.6549 -0.3165 0.207
H 0.7090 1.6607 -0.2626 0.234
H -0.8462 0.8582 1.4112 0.264
H -2.2147 0.5609 0.2780 0.195
H -1.2051 -1.5949 0.7006 0.203
H -0.4196 -1.2466 -0.8895 0.156
H 3.2386 -2.3780 1.1495 0.286
H 2.2868 -3.9958 1.2312 0.229
H 2.2544 -2.8945 -0.2978 0.201
C 2.8479 0.6057 6.6512 -0.568
C 3.7161 0.3470 5.6215 0.376
C 3.0589 -0.3422 4.4144 0.451
O 3.6609 -0.5927 3.3573 -0.710
C 1.6577 -0.7288 4.5174 -0.560
C 0.7897 -0.4834 5.5528 0.373
C 1.4193 0.3014 6.7180 0.451
O 0.7807 0.6821 7.7066 -0.681
O -0.4224 -0.8173 5.6406 -0.731
O 4.9491 0.6116 5.5655 -0.747
H 3.2229 1.1011 7.5425 0.173
H 1.3068 -1.2675 3.6454 0.178